(1)
DFT (wB97M-V/def2-TZVPD) results for C39H31N5O5S2Sc as an isolated structure in a non-equilibrium geometry.

ORCA input file:
```
! RIJCOSX wB97M-V def2-TZVPD def2/J DEFGRID3
* xyz -1 1
Sc -0.290 0.624 1.359
S -2.424 -0.814 1.075
S -0.924 -1.157 -2.652
O -1.310 -0.600 0.026
O -2.080 -1.957 1.891
O -2.259 0.485 1.872
O -3.722 -0.882 0.445
O -1.227 -2.698 -2.167
N 1.120 -1.322 1.213
N -1.056 2.359 -0.165
N 1.037 2.894 3.069
N 2.306 1.233 1.956
N 0.222 2.690 2.121
C -2.951 1.545 -1.522
C 2.654 -3.602 -1.267
C 0.529 -1.470 3.528
C 1.261 -3.500 2.171
C -1.795 2.690 -3.774
C 2.034 -3.163 -0.076
C 4.239 0.290 3.001
C -1.735 2.211 -1.406
C -1.490 3.315 0.637
C 0.666 -0.531 -6.265
C -2.080 5.537 2.346
C -0.401 0.402 4.653
C -1.058 4.709 2.667
C -3.578 1.455 -2.756
C -0.231 -1.476 -4.233
C 0.138 -2.746 -4.672
C 1.908 -0.930 -1.016
C -2.625 -3.009 -2.096
C 0.966 -2.108 2.259
C 2.551 -1.363 -2.140
C 0.191 -1.561 5.912
C 1.034 -1.799 -6.705
C -1.158 2.773 -2.540
C 3.381 0.443 1.930
C 0.045 -0.367 -5.039
C -2.596 4.209 0.364
C 0.037 -0.162 3.452
C -0.763 3.578 1.861
C -0.340 -0.274 5.863
C 2.890 1.860 4.190
C -2.865 5.253 1.184
C 3.967 1.004 4.166
C 1.775 -4.014 1.029
C 2.085 1.950 3.058
C 0.766 -2.899 -5.902
C -3.013 2.033 -3.886
C 1.655 -1.819 0.055
C 0.623 -2.159 4.740
C 2.919 -2.720 -2.276
H -0.207 3.284 -2.442
H 2.763 -0.671 -2.945
H -2.319 6.392 2.964
H 4.600 0.896 5.038
H 1.056 -3.889 -6.232
H -3.392 1.077 -0.651
H -1.339 3.145 -4.646
H -2.682 -4.011 -1.675
H 1.043 -3.157 4.790
H -3.152 -2.311 -1.444
H -0.058 -3.599 -4.037
H 1.580 0.100 -0.923
H -3.212 4.021 -0.503
H 1.520 -1.925 -7.665
H 2.634 2.448 5.061
H -0.234 0.622 -4.687
H 3.562 -0.083 1.000
H 5.095 -0.366 2.925
H 2.006 -5.071 0.950
H 3.406 -3.052 -3.184
H -3.065 -2.999 -3.097
H 2.921 -4.649 -1.362
H 0.856 0.334 -6.889
H -0.812 1.409 4.650
H -4.521 0.926 -2.830
H -0.706 0.193 6.770
H -0.451 4.867 3.549
H -3.709 5.896 0.958
H 1.052 -4.141 3.014
H 0.253 -2.096 6.851
H -3.514 1.972 -4.844
*
```

**Highest occupied orbital energy**: -0.1694 hartree
**Kohn-Sham gap**: 6.219 eV
**LUMO energy**: 1.61 eV
**Total energy**: -3712.05736 Eh


(2)
DFT (wB97M-V/def2-TZVPD) results for C31H23Cl5CoN3O4Sb as an isolated structure in a non-equilibrium geometry.

ORCA input file:
```
! RIJCOSX wB97M-V def2-TZVPD def2/J DEFGRID3
* xyz 1 5
Sb -0.230 0.279 -2.497
Co -0.136 -0.470 0.707
Cl 1.137 -5.007 6.215
Cl 1.685 -6.651 3.645
Cl 0.171 -0.648 3.197
Cl 1.400 -5.276 0.838
Cl 0.392 -1.999 6.032
O -3.224 -2.661 -2.525
O 0.784 -2.423 1.033
O -1.308 -1.880 -0.910
O -1.791 -1.758 1.214
N 1.714 -0.406 -0.238
N -1.858 0.664 0.103
N 0.520 1.877 -0.083
C 0.818 -3.003 2.146
C -3.302 -2.945 -0.142
C -3.848 -3.107 -1.427
C -5.176 -4.100 0.829
C 3.630 -1.784 -0.335
C 2.873 -0.805 0.293
C -5.740 -4.223 -0.437
C -3.202 0.747 -1.853
C 3.175 -2.343 -1.517
C -1.987 0.596 -1.212
C -2.737 0.988 2.344
C 0.678 -2.902 4.604
C 0.923 2.882 0.689
C 0.999 3.151 -2.033
C 0.547 2.006 -1.399
C 0.580 -2.303 3.368
C 1.436 4.206 -1.246
C 2.024 -1.836 -2.101
C 1.387 4.071 0.128
C -2.059 -2.183 0.063
C -5.093 -3.732 -1.551
C -4.188 1.034 0.296
C 1.017 -4.262 4.688
C -4.332 0.949 -1.077
C 1.152 -4.392 2.278
C 1.327 -0.856 -1.419
C 0.849 2.721 2.170
C 1.257 -4.998 3.518
C -3.971 -3.446 0.972
C 3.343 -0.121 1.536
C -2.927 0.898 0.869
H 3.726 -3.135 -1.998
H 1.410 3.501 2.674
H -2.873 -0.001 2.782
H 1.666 -2.192 -3.057
H 1.012 3.205 -3.110
H -5.305 1.039 -1.536
H -2.334 -2.340 -2.252
H 1.231 1.748 2.470
H -5.515 -3.830 -2.537
H 1.700 4.877 0.771
H -5.045 1.196 0.931
H 2.675 -0.323 2.371
H -3.463 1.667 2.783
H -3.521 -3.301 1.942
H -1.730 1.326 2.573
H -0.188 2.791 2.495
H -6.693 -4.715 -0.545
H -3.258 0.691 -2.932
H 4.338 -0.465 1.803
H -5.676 -4.506 1.695
H 3.366 0.957 1.364
H 4.556 -2.111 0.112
H 1.807 5.111 -1.701
*
```

**Highest occupied orbital energy (alpha / beta)**: -0.3826 / -0.3825 hartree
**Kohn-Sham gap (alpha / beta)**: 7.805 / 4.507 eV
**LUMO energy (alpha / beta)**: -2.61 / -5.90 eV
**Expectation value of S²**: 6.0510
**Total energy**: -5584.12961 Eh


(3)
DFT (wB97M-V/def2-TZVPD) results for the molecule C6H11N in a non-equilibrium geometry.

ORCA input file:
```
! RIJCOSX wB97M-V def2-TZVPD def2/J DEFGRID3
* xyz 0 1
N 0.959 -0.757 -0.814
C 0.027 1.842 2.428
C -0.236 0.078 -0.939
C 0.158 1.017 1.210
C -0.690 0.862 0.237
C -1.191 -0.107 -1.876
C 0.794 -2.287 -1.065
H 0.107 -2.654 -0.088
H 1.137 0.475 1.228
H 0.032 2.905 2.382
H -1.741 1.314 0.089
H 0.228 -2.602 -1.925
H 1.811 -2.782 -0.773
H -1.061 -0.708 -2.724
H 1.739 -0.540 -1.395
H -0.937 1.563 2.912
H 0.848 1.709 3.022
H -1.984 0.671 -1.908
*
```

**Highest occupied orbital energy**: -0.3071 hartree
**Kohn-Sham gap**: 9.463 eV
**SMILES**: C=C(/C=C/C)NC
**LUMO energy**: 1.11 eV
**Total energy**: -289.85627 Eh


> What is the total energy in the third record?

-289.85627 Eh


> The lowest total energy belongs to which entry?

C31H23Cl5CoN3O4Sb


> total energy of number 2 (C31H23Cl5CoN3O4Sb)?

-5584.12961 Eh